(1)
Entry from the OMol25 dataset: a single C2H6BBrO2 molecule in a non-equilibrium geometry (ωB97M-V/def2-TZVPD).

The HOMO energy comes out at -9.347 eV. The energy relative to the best compared isomer or geometry (same formula, charge and spin) is 1.024 eV. The charge is 0. As for the SMILES: OB(O)CCBr.

XYZ file:
```
12
Properties=species:S:1:pos:R:3:forces:R:3
Br 0.5971 0.4989 -2.2597 -1.09 0.28 -1.24
O 0.0520 1.2069 2.0024 1.00 0.08 0.47
O 1.4916 0.5160 0.2719 3.45 0.78 1.34
C -0.3976 -0.8783 -1.2905 -0.83 -0.36 0.05
C -1.1400 -0.4692 -0.0230 3.75 2.61 0.85
B 0.2951 0.4862 0.8430 -3.59 -0.16 0.46
H -1.0197 -1.4383 -1.9717 -0.27 0.32 -0.58
H 0.8760 1.6015 2.4198 -1.57 -0.70 -0.83
H -1.9600 0.1964 -0.3146 0.10 -0.10 0.60
H -1.4307 -1.2787 0.6587 0.01 0.09 -0.55
H 0.4204 -1.4975 -1.1121 1.13 -1.30 0.82
H 2.2158 1.0562 0.7760 -2.08 -1.53 -1.38
```
Positions in Å, forces in eV/Å.


(2)
Entry from the OMol25 dataset: 2 unconnected molecules or ions with the total composition C5H8O2 in a non-equilibrium geometry (ωB97M-V/def2-TZVPD).

The HOMO energy comes out at -9.927 eV. The energy relative to the best compared isomer or geometry (same formula, charge and spin) is 3.132 eV. The charge is 0. As for the SMILES: O=CC1CC(=O)C1.[H][H].

XYZ file:
```
15
Properties=species:S:1:pos:R:3:forces:R:3
O 3.0432 0.5017 0.1270 -0.58 -0.13 -0.01
O -1.6618 1.0824 0.6232 0.68 -0.97 0.94
C 1.8696 0.2561 0.1192 0.46 0.17 -0.02
C 0.9309 -0.3953 1.1335 0.21 -0.09 0.22
C 0.7685 0.3451 -0.9318 0.02 0.14 -0.15
C -1.4054 -0.0960 0.4432 0.54 0.84 1.71
C -0.0786 -0.5954 -0.0503 -0.19 -0.02 0.01
H 0.5548 0.3482 1.8470 0.15 -0.13 -0.09
H -2.0680 -0.8795 0.8494 -0.24 -0.02 -0.21
H -2.2420 0.2042 -1.5037 -0.43 0.41 -0.76
H 0.3202 1.3441 -0.9612 0.13 -0.06 -0.02
H -0.0971 -1.6322 -0.4013 -0.17 0.22 0.10
H 1.2945 -1.2772 1.6631 0.00 0.10 -0.06
H -2.2549 0.7804 -1.0175 -0.54 -0.51 -1.79
H 1.0261 0.0134 -1.9400 -0.06 0.06 0.13
```
Positions in Å, forces in eV/Å.


(3)
Entry from the OMol25 dataset: 21 unconnected molecules or ions with the total composition C34H50Cl60IO6P in a non-equilibrium geometry (ωB97M-V/def2-TZVPD).

The HOMO energy comes out at -9.033 eV. The charge is 0.

XYZ file:
```
152
Properties=species:S:1:pos:R:3:forces:R:3
I -0.7700 -1.9506 0.5133 -0.24 0.07 0.20
Cl 1.5781 -0.8483 6.2073 -0.24 0.48 -0.11
Cl -0.7905 -5.9821 7.5719 -0.01 0.00 -0.04
Cl -6.5861 -11.9373 4.1704 -0.01 -0.01 -0.02
Cl 0.2045 -0.2644 -8.3822 0.23 -0.02 -0.07
Cl -6.1508 5.8312 1.4273 -0.12 -0.03 -0.15
Cl -5.0849 -2.7710 -12.5453 0.02 0.02 0.03
Cl -2.7022 -4.1954 6.3088 -0.13 -0.16 0.05
Cl -5.8345 5.7277 4.7045 -0.19 0.02 0.01
Cl -9.0136 0.0068 -4.3979 0.02 0.01 -0.03
Cl -0.1677 -4.7642 5.0090 -0.06 -0.10 0.02
Cl -9.0119 6.3068 -11.6407 0.03 -0.02 0.02
Cl -0.9579 -8.5755 -0.6242 0.19 -0.24 -0.24
Cl -4.5547 -0.7151 -5.2252 0.05 0.00 -0.04
Cl -6.8511 4.2120 -0.8916 0.00 -0.03 0.06
Cl -4.6777 5.1581 -9.3338 -0.03 0.02 0.06
Cl -2.8228 2.9822 -9.8319 0.00 0.04 0.05
Cl -6.8335 7.8812 -12.7409 0.01 -0.02 0.02
Cl 11.0711 8.0344 -1.4715 -0.02 -0.03 0.01
Cl 9.2325 8.8399 0.6287 -0.01 -0.03 -0.01
Cl 8.2939 8.6026 -2.1071 0.04 -0.19 -0.04
Cl 8.9728 -0.6210 5.8899 -0.01 -0.03 -0.06
Cl -6.7313 1.6728 -3.7316 -0.07 0.06 0.07
Cl 0.6931 -0.7386 -11.2079 -0.01 0.04 0.03
Cl 8.0478 13.4872 -3.4662 -0.01 -0.03 -0.02
Cl 0.2114 5.4735 3.6644 -0.02 -0.06 0.01
Cl -4.1248 -8.3164 3.5474 0.10 0.06 0.09
Cl -9.3025 2.8964 -4.2881 0.02 0.00 -0.03
Cl 6.1515 -1.2775 5.6386 0.02 0.03 0.07
Cl -4.6532 3.4294 0.8452 -0.16 -0.05 0.10
Cl 0.5646 -6.4203 0.5471 0.03 0.03 -0.08
Cl 8.4292 4.5111 -0.2383 0.04 -0.14 -0.05
Cl -3.8148 1.7604 -2.0027 -0.12 -0.09 -0.30
Cl -2.4430 -3.9507 -12.2921 0.00 0.01 0.02
Cl 11.2593 -4.0526 4.8704 -0.02 0.01 -0.04
Cl 5.3781 13.6777 -2.3382 -0.01 -0.03 -0.02
Cl -8.5729 -10.1942 2.9683 0.01 -0.03 -0.02
Cl 8.9822 -3.5506 3.1373 0.10 -0.30 -0.19
Cl -2.2336 0.4828 -6.4949 -0.24 0.08 0.06
Cl -6.0068 -10.5833 1.6690 -0.07 -0.09 -0.11
Cl -1.2363 5.4634 6.1854 0.20 -0.12 -0.10
Cl 7.2791 11.7609 -1.2615 -0.06 0.12 0.00
Cl 5.7581 4.7517 0.8691 0.03 -0.03 -0.03
Cl -3.0385 -6.9137 1.2516 -0.24 0.11 0.15
Cl -0.3343 1.3179 6.2606 -0.08 0.20 0.11
Cl -1.2819 -7.7143 3.4060 0.02 -0.12 -0.02
Cl -7.6409 8.2535 -9.9746 0.03 -0.05 -0.01
Cl -5.0087 3.4812 -11.6782 -0.03 0.00 0.03
Cl -2.0240 -0.6426 -10.1899 -0.07 0.03 -0.04
Cl -4.0424 4.1338 -3.6590 0.02 -0.02 0.02
Cl -1.2376 -1.3878 5.7489 0.31 0.15 0.20
Cl -5.4850 3.5734 6.6064 -0.07 -0.06 0.02
Cl -4.8695 1.6494 -6.8833 -0.03 0.04 0.01
Cl 11.2666 -1.7531 3.0946 -0.02 -0.03 -0.03
Cl -2.6244 4.8498 3.7064 0.04 -0.05 0.02
Cl 7.6221 2.8176 1.9778 0.03 0.34 -0.31
Cl 7.3979 0.4674 3.6969 0.13 -0.22 0.21
Cl -4.7125 -5.1703 -10.9506 0.01 0.03 0.02
Cl -4.3508 6.1730 7.1475 -0.23 0.14 0.12
Cl 1.0154 -7.1631 -2.2299 0.00 -0.03 0.05
Cl -1.4858 2.7910 -3.3859 -0.01 0.00 0.02
P 3.7090 -2.5328 2.4079 -0.76 0.93 -0.76
O 4.3587 -3.7173 1.5233 -0.24 0.54 0.59
O 1.6950 2.2412 2.2822 -0.34 0.25 -0.38
O 3.9518 -2.7939 3.9768 -0.03 0.00 -1.02
O 2.2694 -2.4243 2.0902 -0.13 -0.16 0.22
O -2.1643 1.0001 0.5371 -0.10 -0.20 0.48
O -1.3541 0.4913 2.6811 -0.32 0.31 -0.54
C -2.7309 -8.1322 2.4835 -0.05 0.11 -0.01
C -0.3876 -0.0074 -10.0231 -0.02 -0.11 0.00
C 4.0839 -5.6479 0.0995 -0.52 0.51 0.08
C -7.2622 -11.3325 2.6568 0.03 0.07 0.07
C -8.2173 1.5575 -4.6711 0.00 -0.02 0.05
C 2.8913 -3.5359 4.6019 -0.13 -0.73 1.50
C 7.6391 -0.9120 4.7731 -0.05 -0.05 0.10
C -6.2513 4.1938 0.7648 0.29 0.15 -0.01
C -2.5745 -1.2024 1.4785 0.23 0.04 0.53
C 2.7608 2.4360 1.3607 0.40 0.33 0.20
C -3.8055 0.7886 -5.7586 0.10 -0.12 0.05
C 4.5494 -0.9677 1.9358 -0.23 -1.10 0.64
C 9.4047 7.9658 -0.8944 0.04 0.11 -0.02
C 10.7392 -3.4208 3.3104 0.06 0.10 0.10
C 7.0852 3.6457 0.5161 -0.05 0.11 0.15
C 0.5656 1.6180 1.6840 -0.25 -0.62 -0.08
C -2.9750 -1.9854 2.7300 -0.24 -0.41 -0.07
C 3.4398 0.0800 1.8156 0.43 0.21 -0.20
C -5.7002 5.3152 6.4112 0.20 -0.10 -0.05
C 0.6009 -7.7454 -0.6184 -0.09 0.13 0.10
C -1.0984 4.7307 4.5851 0.05 0.12 0.00
C -3.9833 -3.6560 -11.4878 0.01 -0.05 -0.06
C -2.9963 3.2153 -2.5776 0.08 0.04 0.01
C 3.3579 -4.5895 0.9584 0.78 -1.62 -0.72
C -7.4709 7.0950 -11.2963 -0.03 0.04 -0.02
C 3.9553 1.5035 1.6130 -0.51 -0.02 -0.28
C -0.6667 1.7396 2.5762 0.68 0.28 0.59
C -4.4886 3.5320 -9.9930 0.03 0.01 -0.11
C -2.8421 -3.5104 2.5842 0.10 0.66 0.04
C -1.4496 -5.4096 6.0383 0.08 0.13 0.07
C -2.3969 0.3006 1.7590 -0.26 -0.43 -0.68
C 3.1297 -3.5547 6.1169 0.05 -0.22 -0.15
C 0.0769 -0.2324 5.5315 -0.12 0.08 -0.16
C 6.7242 12.5980 -2.7101 0.04 0.06 0.09
H 1.9072 -3.1078 4.4152 0.23 0.22 -0.40
H 2.8304 -5.1269 1.7470 -0.12 0.41 0.11
H 2.4149 2.2948 0.3313 -0.12 -0.11 0.07
H -6.9381 3.6207 1.3734 0.03 -0.01 0.02
H -3.7937 -3.0463 -10.6142 0.00 -0.01 0.01
H -7.9571 1.6225 -5.7197 0.01 0.00 0.00
H 5.1169 -5.7683 0.4193 -0.04 -0.10 -0.03
H 7.8896 -1.7725 4.1602 -0.04 0.30 0.20
H -3.3618 -1.3561 0.7376 0.12 0.19 -0.11
H 1.3593 -8.4515 -0.3070 0.00 -0.01 -0.01
H 2.8200 -0.1722 0.9523 -0.07 -0.11 0.12
H -3.6580 1.4187 -4.8898 -0.06 0.03 -0.03
H -5.1192 2.8616 -9.4244 0.01 -0.01 0.00
H -6.7652 6.3343 -10.9882 0.00 0.00 0.00
H 4.5495 1.5494 0.6909 0.19 -0.05 0.14
H -0.8661 3.6816 4.7148 0.00 0.02 0.02
H -3.4300 -4.0118 3.3541 0.02 -0.06 -0.10
H -4.0470 -1.7962 2.8670 0.06 0.27 0.08
H -1.7967 -3.8018 2.6835 -0.08 -0.17 -0.09
H 4.1940 -3.4723 6.3389 -0.03 0.06 0.00
H 11.1928 -4.0200 2.5327 -0.03 -0.02 -0.01
H 2.5643 -2.7627 6.6065 0.49 -0.40 0.06
H -3.3461 0.6757 2.1838 0.20 0.02 0.07
H 3.0788 3.4820 1.4354 -0.02 -0.09 0.07
H 5.0425 -1.1585 0.9813 0.15 0.13 0.08
H 6.3736 11.8556 -3.4144 0.00 0.00 -0.01
H -2.4645 -1.6175 3.6215 0.03 -0.06 -0.32
H 3.5377 -6.5877 0.1894 0.20 -0.08 -0.02
H -0.4189 1.0587 -10.2057 -0.02 0.00 -0.02
H -1.9003 -6.2499 5.5291 -0.02 0.00 -0.02
H 2.8786 -4.5781 4.2650 0.17 0.18 -0.36
H 6.7311 2.9011 -0.1844 0.01 0.00 -0.01
H 9.1514 6.9297 -0.7174 -0.01 0.07 0.01
H 0.7471 0.5429 1.5821 0.03 -0.01 -0.09
H 2.7900 0.0280 2.6888 0.04 0.13 0.00
H 5.2787 -0.7195 2.7063 0.06 0.14 -0.17
H 0.2204 -0.0794 4.4681 -0.04 -0.06 -0.02
H 2.6605 -4.0716 0.3055 -0.08 0.35 0.46
H -3.2031 -3.7847 1.5910 0.01 -0.29 0.10
H -2.4730 0.4291 -0.1859 0.33 0.31 0.22
H 4.0311 -5.3471 -0.9477 0.33 -0.10 0.00
H -0.2917 1.9636 3.5817 -0.08 -0.13 -0.06
H -6.6183 5.6004 6.9067 0.02 0.03 0.03
H -1.3108 2.5749 2.2967 -0.20 -0.21 -0.15
H -2.7652 3.8322 -1.7181 -0.02 -0.02 0.03
H -2.5497 -9.0794 1.9916 0.01 -0.01 0.00
H -7.6673 -12.1721 2.1085 0.00 0.00 0.00
H 2.7858 -4.5019 6.5383 -0.04 0.04 -0.06
H 4.5864 1.8494 2.4352 -0.13 -0.05 0.07
H 0.3468 1.9980 0.6807 0.19 0.20 0.06
```
Positions in Å, forces in eV/Å.


(4)
Entry from the OMol25 dataset: a molecular structure, C33H22F5InNO6 in a non-equilibrium geometry (ωB97M-V/def2-TZVPD).

The HOMO energy comes out at -5.457 eV. The charge is -1.

XYZ file:
```
68
Properties=species:S:1:pos:R:3:forces:R:3
In -4.2593 -3.0545 -0.7611 0.24 -0.75 -0.31
F 0.8431 -3.5982 -1.4539 -4.04 0.08 -1.35
F -0.5270 -3.5339 -3.4094 -0.26 -0.40 4.79
F -1.3026 -4.6299 -1.3227 2.49 3.69 -2.37
F -4.9166 -2.7075 -2.7311 0.46 -0.02 1.22
F -3.4776 -4.4332 2.2483 -3.65 2.28 0.90
O -5.6826 -4.7744 3.1767 6.18 6.27 -4.62
O 1.3588 -0.7522 -4.0135 0.73 0.52 -0.15
O 5.7830 2.0422 -5.0747 -0.55 -0.32 0.14
O -6.9849 -1.8141 0.4862 7.35 -2.89 3.42
O -2.7112 0.3721 3.0029 0.44 0.40 0.50
O 0.7626 3.0996 6.0033 -0.43 -0.30 -0.34
N -5.2874 -2.4647 2.2687 0.90 -2.64 0.59
C -2.1482 2.4245 3.9964 -0.37 0.57 -0.09
C -2.6179 5.1196 4.5676 0.30 -0.29 0.09
C 6.1877 -1.5815 -3.0119 -0.15 0.31 -0.19
C 0.9422 2.9541 -5.9230 0.14 -0.30 0.16
C -1.9307 0.9914 3.7167 -0.97 -0.87 -0.91
C -4.8496 -3.8895 2.5627 -4.25 -4.45 3.38
C -0.7641 0.3113 4.3138 0.34 -0.53 0.13
C 6.1010 -0.3760 -3.7098 0.03 -0.27 0.17
C -0.5830 -1.0620 4.1094 0.21 -0.18 0.10
C 1.2798 0.3807 5.6074 0.03 -0.31 -0.04
C 3.6925 -0.5982 -3.8029 0.43 -0.47 0.33
C -1.1919 -1.9992 -1.4431 0.86 0.72 0.76
C 4.7655 1.4149 -4.8036 1.19 0.70 -0.29
C -3.2717 3.0711 3.4644 -0.06 0.29 0.07
C -1.4899 4.4808 5.0870 -0.28 0.18 -0.13
C -0.0489 2.4677 5.3381 0.96 0.64 0.75
C -3.5037 4.4172 3.7511 0.16 -0.34 0.00
C 3.4390 1.9473 -5.1733 -0.38 0.44 -0.22
C -5.7738 -2.3271 0.8205 -5.77 2.42 -3.32
C 3.3421 3.2032 -5.7847 -0.30 0.16 -0.11
C 4.8496 0.1213 -4.0974 0.36 -0.42 0.26
C -1.2515 3.1312 4.7963 -0.39 0.54 -0.05
C 0.5260 -1.7096 4.6560 -0.23 0.26 -0.09
C 1.0350 1.7050 -5.3075 -0.03 0.28 -0.12
C -0.5934 -3.4591 -1.9023 0.81 -0.39 -0.37
C 2.0935 3.7068 -6.1529 0.29 -0.24 0.14
C 5.0291 -2.2920 -2.6993 -0.27 0.24 -0.17
C 0.1581 1.0290 5.0745 0.35 -0.48 0.08
C 2.2856 1.2055 -4.9212 -0.34 0.51 -0.30
C 1.4613 -0.9869 5.3963 -0.16 0.35 -0.01
C 2.3711 -0.0983 -4.2322 -1.38 -0.92 0.32
C 3.7821 -1.8053 -3.0974 0.22 -0.16 0.11
C -2.2885 -2.0526 -0.2262 0.24 1.12 0.31
H -3.9703 2.5279 2.8302 0.27 -0.02 0.18
H -2.5688 -0.9344 0.0847 0.91 -2.21 -0.82
H 0.6609 -2.7779 4.5022 -0.05 0.21 -0.01
H -4.3787 4.9164 3.3404 0.16 -0.12 0.07
H -2.8039 6.1662 4.7989 0.06 -0.19 -0.03
H 7.0095 0.1756 -3.9460 -0.33 0.00 -0.01
H -1.3063 -1.6316 3.5282 0.11 0.27 0.08
H 2.8826 -2.3677 -2.8521 0.08 0.23 -0.14
H -4.0579 -4.8335 -0.4413 -0.34 0.68 -0.33
H -0.0301 3.3425 -6.2182 0.17 -0.10 0.07
H 7.1598 -1.9640 -2.7083 -0.17 0.09 -0.06
H -4.5467 -1.7631 2.4880 -0.43 -0.87 -0.53
H 2.0112 0.9372 6.1909 -0.29 0.01 -0.16
H 4.2371 3.7942 -5.9720 -0.12 -0.29 0.11
H -1.5638 -1.3844 -2.3921 0.63 -1.82 2.00
H -1.8842 -2.5526 0.7669 -0.52 0.87 -2.20
H -0.8015 5.0373 5.7211 -0.06 -0.29 -0.16
H 2.3305 -1.4897 5.8146 -0.16 0.11 -0.07
H 5.0960 -3.2268 -2.1470 -0.06 0.18 -0.11
H -0.2595 -1.3795 -1.0307 -1.68 -1.60 -1.14
H 0.1315 1.1254 -5.1263 0.32 0.01 0.05
H 2.0199 4.6859 -6.6211 0.03 -0.18 0.08
```
Positions in Å, forces in eV/Å.


Number 1: E_LUMO 0.11 eV, HOMO-LUMO gap 9.46 eV. Number 2: E_LUMO 0.54 eV, HOMO-LUMO gap 10.47 eV. Number 3: E_LUMO 0.00 eV, HOMO-LUMO gap 9.03 eV. Number 4: E_LUMO 0.33 eV, HOMO-LUMO gap 5.79 eV.